{"formula": "CH3ClOS2", "method": "wB97M-V/def2-TZVPD", "orbital_gap_ha": [0.291, 0.242], "spin_multiplicity": 3, "de_lowest_kcal_mol": 13.1, "largest_force_ha_per_bohr": 0.0513, "lumo_ev": [0.36, -2.64], "mol_weight_g_mol": 130.62, "s2": 2.007, "elements": ["Cl", "S", "S", "O", "C", "H", "H", "H"], "coordinates": [[-1.77194, 2.69648, 1.21437], [-0.46358, 1.97512, -0.15382], [-1.15415, -0.59189, 0.03331], [0.85013, 2.31910, 0.32843], [0.39147, -1.51896, -0.33825], [0.76276, -1.13574, -1.36180], [0.37386, -2.61834, -0.29710], [1.01145, -1.12576, 0.57485]], "nbo_charge": [-0.250, 0.983, 0.187, -0.858, -0.800, 0.249, 0.234, 0.255]}

{"formula": "CH3ClS", "method": "wB97M-V/def2-TZVPD", "orbital_gap_ha": [0.284, 0.289], "spin_multiplicity": 3, "de_lowest_kcal_mol": 2.8, "largest_force_ha_per_bohr": 0.0713, "lumo_ev": [0.85, -2.55], "mol_weight_g_mol": 82.55, "s2": 2.007, "elements": ["Cl", "S", "C", "H", "H", "H"], "coordinates": [[1.05576, -1.37965, 1.67701], [-0.76669, -0.45510, 0.98660], [-0.08528, 0.40027, -0.55478], [0.03463, -0.32384, -1.33473], [0.74912, 0.86682, -0.12920], [-0.98754, 0.89149, -0.64490]], "nbo_charge": [-0.363, 0.368, -0.709, 0.240, 0.240, 0.224]}